No. 1
Formula: C32H72Br2Cl2N5O5PS
Source: the Open Molecules 2025 dataset
Level of theory: the ωB97M-V functional and the def2-TZVPD basis

Last column: Löwdin charge in e.
Geometry (Å):
C -3.368 -7.583 -6.528  -0.272
H -3.092 -0.033 9.877  0.073
C -0.400 -8.071 -5.820  -0.086
C -3.202 2.750 7.028  -0.274
C 2.561 5.927 1.042  -0.131
H 1.829 -3.745 -3.802  0.055
C 2.809 3.031 2.936  -0.537
H 3.789 7.737 1.276  0.101
N -2.239 -7.183 -7.358  -0.195
C -2.448 1.259 -1.147  -0.079
O 6.324 4.355 3.058  -0.332
H 0.083 -8.827 -6.439  0.054
Cl 2.965 1.483 1.992  0.593
C -2.611 2.881 -4.037  -0.090
C -3.634 3.735 8.108  -0.093
H -0.904 3.408 0.514  0.029
O 4.324 3.506 -0.441  -0.358
C -1.126 2.847 -3.680  -0.251
N -0.321 -3.074 -1.837  -0.191
H -3.090 1.916 -3.871  0.055
H -4.262 -7.642 -7.158  0.118
H -0.663 1.988 -4.178  0.111
H -2.200 -0.708 6.237  0.056
C -1.014 1.570 -1.572  -0.245
N -0.769 2.831 -2.265  -0.190
H -3.824 -5.588 -5.797  0.081
H 4.719 6.570 3.092  0.108
H -3.062 -7.834 -9.150  0.109
C 5.030 6.104 2.089  -0.626
H 2.566 -2.181 -3.506  0.074
H 1.922 6.394 0.231  0.086
H -1.854 -4.473 -1.772  0.110
C -1.839 -9.450 -8.472  -0.091
C -0.532 4.169 -0.175  -0.098
Cl 0.065 2.281 3.027  0.616
H -0.838 4.911 -2.138  0.119
H 3.989 2.591 -0.539  0.029
H 0.986 -2.468 1.267  0.074
O 6.001 5.868 5.276  -0.272
H -2.886 -6.572 -4.655  0.048
H -3.940 3.226 9.025  0.064
H 0.376 -5.782 -1.976  0.070
H 1.041 -4.123 -0.584  0.099
H -0.088 -1.423 0.332  0.070
H -1.216 2.056 5.415  0.049
S 6.027 4.485 4.704  0.785
Br 6.801 6.920 1.667  0.711
C -1.045 -4.183 -2.452  -0.249
H -3.059 0.928 -1.987  0.056
H -1.362 -7.498 -9.233  0.111
N 7.037 3.955 0.046  -0.175
C 1.504 3.358 3.384  -0.573
H 0.557 4.088 -0.230  0.066
C 3.986 3.994 3.328  -0.303
H -0.411 0.945 6.476  0.115
H 0.516 5.404 3.715  0.087
H 0.735 -1.342 -2.291  0.088
C -1.404 1.323 6.207  -0.268
H 2.069 6.193 2.042  0.086
C 1.916 -2.945 -3.067  -0.084
H -2.818 -0.681 8.271  0.054
H -3.225 -8.582 -6.095  0.099
H 0.368 -7.674 -5.149  0.064
H 7.759 4.052 0.768  0.027
H -2.494 -9.943 -7.751  0.067
H 1.576 -1.715 -0.211  0.064
H -2.254 4.122 -1.456  0.100
C -1.967 1.300 8.609  -0.249
C 3.983 6.640 1.005  -0.692
C -0.983 -6.936 -6.658  -0.247
H -4.034 2.064 6.819  0.099
H 3.451 4.961 3.584  0.105
H 2.431 -3.336 -2.187  0.069
C -2.126 -7.954 -8.593  -0.253
N -1.974 2.034 7.349  -0.195
O 6.933 3.702 5.587  -0.263
H -3.040 3.331 6.113  0.117
H -2.445 0.443 -0.417  0.069
O 4.559 3.648 4.638  -0.159
H -4.490 4.316 7.758  0.072
H -0.943 -6.255 -3.042  0.060
H 0.377 -5.292 -3.681  0.051
H -1.555 -3.824 -3.353  0.111
H -0.983 0.841 8.755  0.115
H -0.774 5.145 0.255  0.076
H -0.641 0.742 -2.184  0.104
H -1.788 -0.109 4.641  0.064
C -2.219 0.180 5.605  -0.085
C 0.221 -3.396 -0.522  -0.270
P 5.521 3.380 0.774  0.921
H -0.649 3.722 -4.136  0.109
C -3.679 -6.599 -5.407  -0.088
H 2.586 4.805 0.907  0.058
H -2.829 4.434 8.349  0.078
H -3.259 0.460 5.425  0.069
H -0.383 1.545 -0.676  0.097
C -0.251 -5.441 -2.802  -0.089
H 0.028 -2.115 -3.664  0.116
C 1.148 4.653 4.270  -0.080
H -0.227 -6.605 -7.378  0.116
Br 4.751 6.748 -0.855  0.625
H -2.000 -9.933 -9.440  0.071
C -1.163 4.041 -1.556  -0.266
H -2.941 2.111 -0.674  0.069
C 0.701 -2.175 0.253  -0.088
H 2.095 5.074 4.714  0.079
H -0.568 -3.865 0.076  0.119
C 0.559 -2.330 -2.731  -0.253
H -3.157 3.644 -3.478  0.067
H -1.150 -8.561 -5.194  0.070
H 6.888 4.822 -0.484  -0.027
H -2.046 2.025 9.426  0.101
H 0.560 4.248 5.159  0.089
C -3.042 0.235 8.817  -0.087
H -4.600 -6.897 -4.898  0.074
H -4.037 0.579 8.527  0.068
C 5.069 4.507 2.279  -0.504
H -2.727 3.112 -5.100  0.071
H -0.803 -9.642 -8.193  0.054
H -1.124 -6.069 -6.003  0.093

The calculation puts the orbital gap at 7.92 eV. The value obtained for the total energy is -237288.866 eV. Its total charge is 0.

No. 2
Formula: C32H72N8O32
Source: the Open Molecules 2025 dataset
Level of theory: the ωB97M-V functional and the def2-TZVPD basis

Last column: Löwdin charge in e.
Geometry (Å):
C 0.618 -3.714 -0.187  -0.886
H 4.265 -1.553 -5.423  0.170
C -3.632 -2.597 1.765  -0.833
C 0.596 2.225 -4.040  -0.849
H -4.221 -3.339 -1.910  0.088
O -2.632 -3.401 1.368  0.073
O 6.708 2.915 3.480  0.124
H 6.928 -0.085 5.797  0.106
H -4.610 -0.780 -0.454  0.079
O 0.260 3.338 -4.445  -0.025
H -0.947 -1.239 -4.286  0.085
C 1.776 4.328 3.101  -0.887
H 4.124 3.617 1.060  0.057
H 3.810 0.692 -4.869  0.114
H 3.353 0.087 0.085  0.088
H -5.961 -1.173 -6.358  0.105
O 1.041 -3.449 0.922  0.002
H 0.791 7.086 1.403  0.105
H -7.644 0.625 1.271  0.105
C -2.461 -4.219 -2.002  0.004
N -3.948 -4.275 -2.176  0.095
H 5.291 0.450 2.223  0.089
C -1.775 -1.606 -4.892  0.055
H 3.088 -1.696 -6.590  0.168
O 5.527 0.094 -1.488  -0.096
C -0.046 -4.687 3.515  0.026
H 2.415 1.625 4.423  0.104
H -4.741 0.903 3.359  0.171
H 1.221 5.002 -1.235  0.105
H -0.692 -4.614 2.640  0.087
C -5.865 1.790 1.741  -0.385
H -1.494 1.045 -1.112  0.085
H -2.437 -2.384 -4.511  0.077
H 0.846 -5.263 0.273  0.102
H -7.861 1.877 2.431  0.104
H -2.260 0.388 -5.650  0.154
H 1.309 -0.734 1.346  0.096
C -0.287 7.030 1.558  0.045
C 6.308 0.762 2.464  0.044
H 5.730 0.673 6.949  0.100
O -0.053 1.232 -4.670  0.022
H 6.805 -0.148 2.799  0.095
H 6.988 1.659 6.412  0.101
H -1.975 -4.441 -2.953  0.104
H 7.433 -1.743 -0.355  0.080
H 0.965 -5.072 3.379  0.110
H -2.233 -3.161 -1.875  0.073
O 1.258 2.034 -2.950  -0.085
O 2.786 3.771 2.641  -0.045
H -0.724 -0.442 4.325  0.101
C -3.372 2.035 2.179  0.049
C -4.139 -0.274 -2.026  -0.827
C 2.767 -1.551 -3.108  0.064
H -6.541 -4.456 -1.505  0.086
O 0.423 -4.978 -0.540  0.116
O 3.376 -0.364 4.429  0.003
C 5.593 4.047 0.328  -0.681
N -2.710 -0.421 -5.248  0.111
C 2.323 -0.171 3.845  -0.788
H 4.832 0.687 4.614  0.076
H -1.409 -2.069 -5.808  0.095
H -6.539 -5.421 0.078  0.105
H 0.854 3.480 -0.640  0.079
H -7.124 0.297 2.807  0.091
O 7.344 -1.013 -0.972  0.045
O 1.678 -0.966 3.129  -0.032
N 0.201 -3.283 4.042  0.105
O -4.092 -1.511 -2.287  -0.064
O -4.091 -6.285 -0.872  0.133
O 0.273 -2.785 -0.943  -0.054
O 1.349 -2.321 -5.078  0.088
H 6.853 1.123 1.592  0.105
H 2.062 -2.097 -2.480  0.072
N -4.631 1.130 2.381  0.118
H -4.425 0.302 1.841  0.095
O -5.843 2.693 0.962  0.177
H -4.234 -4.289 -3.145  0.176
H -5.599 -0.189 -4.838  0.102
O -0.145 1.179 1.207  0.126
H -1.169 -1.189 2.762  0.074
H -3.143 -0.012 -4.432  0.087
O 1.917 1.121 3.776  0.063
H -2.087 -4.843 -1.190  0.094
H -1.731 6.412 0.012  0.173
H 1.108 2.822 2.987  0.047
H 2.678 -0.483 -2.913  0.086
H -0.625 6.577 2.490  0.110
C -0.376 4.835 0.297  -0.322
O -3.530 -1.392 1.422  -0.076
H -2.064 -2.779 0.907  0.084
O -1.802 -3.115 5.310  0.148
H -3.538 2.949 2.748  0.105
O 0.708 3.587 3.406  0.075
O 5.289 -1.765 -0.296  -0.060
H 0.618 -2.839 3.236  0.102
H -3.291 2.238 1.111  0.091
C 5.979 -0.929 -0.894  -0.886
C -5.240 -0.891 -5.590  0.039
H 2.269 1.518 -0.333  0.093
H -0.311 6.795 -0.461  0.163
O 4.601 3.105 0.403  0.122
H -0.655 1.759 -5.199  0.086
C 0.989 4.505 -0.293  0.061
O 6.569 3.794 -0.445  0.253
C 0.055 0.378 0.340  -0.333
O -4.495 0.103 -0.812  0.104
H 3.911 0.581 -6.565  0.102
H -5.914 -3.926 0.027  0.079
H 0.773 -3.328 4.873  0.180
C -1.072 -2.585 4.486  -0.330
O -3.539 -0.842 -7.370  0.122
H -0.188 0.214 -1.862  0.063
C 2.474 0.681 0.335  0.041
O -1.184 4.017 0.738  0.126
H -2.556 1.405 2.534  0.086
N -0.767 6.303 0.294  0.088
C 6.383 0.813 6.087  0.045
O 1.774 5.553 3.388  -0.047
C -7.144 1.126 2.100  0.015
H -2.384 -1.047 3.952  0.083
C -0.816 0.203 -0.972  0.054
C 6.221 1.775 3.621  -0.287
O -4.616 -3.142 2.318  -0.022
O -3.846 0.627 -2.816  -0.001
C -4.632 -5.224 -1.215  -0.305
N 3.334 -1.278 -5.703  0.105
H -5.027 -1.702 -4.894  0.077
H 1.763 4.676 0.455  0.093
O 5.585 5.088 1.032  0.150
C 3.290 0.264 -5.726  0.048
C -1.314 -1.221 3.842  0.024
C -5.992 -4.795 -0.626  0.034
C 2.377 -1.794 -4.606  -0.273
H -0.596 -5.208 4.299  0.098
H 5.021 2.150 5.300  0.168
H -1.368 -0.734 -0.901  0.063
C -3.851 -0.771 -6.174  -0.346
H -0.659 8.048 1.441  0.099
H 2.277 0.662 -5.778  0.094
H 2.637 1.123 1.318  0.080
H 1.468 -1.079 -0.256  0.122
H 3.790 -1.876 -2.918  0.093
N 1.368 -0.335 0.420  0.117
N 5.521 1.353 4.933  0.099

The calculation puts the orbital gap (spin up / spin down) at 6.17 / 4.94 eV. The value obtained for the total energy is -111780.700 eV. The spin multiplicity is 2. Its total charge is +1.